ORCA calculation (the ωB97M-V functional and the def2-TZVPD basis) on C6H6ClNO in the gas phase.

Its relative energy (zero: lowest compared OMol25 entry of this formula, charge and spin) is 380.91 kJ/mol. The calculation puts the orbital gap (alpha / beta) at 8.41 / 8.41 eV. Its energy is -822.2644 a.u.

Geometry (Å):
Cl1 -2.93721 0.30668 -0.50582
O1 2.92415 -0.55765 -0.46238
N1 0.65871 -0.34567 -1.10326
C1 -1.08786 -1.48617 -0.09964
C2 1.91576 0.08650 -0.54090
C3 0.08218 -1.49266 -0.77733
C4 1.35112 1.48673 -0.24757
C5 -1.62052 -0.26898 0.33716
C6 0.05219 0.94268 -0.85436
H1 -1.31408 -2.50735 0.45296
H2 -0.82059 1.32530 -1.49479
H3 -1.67890 -0.16529 1.40884
H4 1.18606 1.55888 0.88528
H5 1.97116 2.32818 -0.68676
H6 0.65106 -2.37009 -1.04607

ORCA calculation (the ωB97M-V functional and the def2-TZVPD basis) on 6 unconnected molecules or ions with the total composition C3H18O6.

Its relative energy (zero: lowest compared OMol25 entry of this formula, charge and spin) is 229.32 kJ/mol. The calculation puts the orbital gap at 6.98 eV. Its energy is -576.4573 a.u.

Geometry (Å):
O1 0.65080 -0.84216 -0.51076
O2 -0.63985 1.01496 -2.59235
O3 -1.94959 -1.73670 -0.39690
O4 -0.87956 1.16120 0.57156
O5 -2.21509 0.34977 2.58978
O6 -3.22842 1.48626 -0.34991
C1 2.36856 0.39169 0.68230
C2 1.94434 -0.95075 0.08692
C3 3.17811 -1.42390 -0.80298
H1 -1.52756 1.52896 -0.03380
H2 -2.96892 0.79992 2.97103
H3 -3.59037 2.17307 -0.90983
H4 -3.96337 1.21139 0.19830
H5 -1.21558 -1.18434 -0.66590
H6 1.53947 0.74497 1.29541
H7 3.54398 -0.56601 -1.36713
H8 1.78794 -1.66806 0.89259
H9 3.03623 -2.23163 -1.52099
H10 3.28841 0.29551 1.25911
H11 -0.27878 0.51537 0.19264
H12 -1.53889 -2.51793 -0.02643
H13 2.59763 1.07206 -0.13790
H14 -0.05028 1.50701 -3.16378
H15 -2.38283 -0.57859 2.75174
H16 3.95088 -1.75346 -0.10849
H17 -0.11354 0.27829 -2.28165
H18 -1.34372 0.92309 1.37744

ORCA calculation (the ωB97M-V functional and the def2-TZVPD basis) on a molecular structure, C26H17N5O4Pb.

Its relative energy (zero: lowest compared OMol25 entry of this formula, charge and spin) is 0.00 kJ/mol. The calculation puts the orbital gap at 6.82 eV. Its energy is -1768.5995 a.u.

Geometry (Å):
Pb1 -2.01102 0.73700 0.53457
O1 -3.96864 -1.79971 3.43876
O2 -3.25758 -1.69519 -3.52361
O3 -2.71838 -0.20111 2.44687
O4 -2.41297 0.01059 -2.22304
N1 -3.41161 -1.30569 0.01620
N2 5.49167 -0.86508 0.86244
N3 -6.98081 6.40327 0.64102
N4 5.18082 -0.00965 -1.23230
N5 0.36742 -0.93093 0.10348
C1 8.83007 0.74151 -0.98420
C2 -4.21228 2.71465 -0.69305
C3 -4.40209 -3.81588 -0.16799
C4 3.15601 -0.87155 -0.10694
C5 6.72203 -0.32320 0.43878
C6 -3.70934 -1.93012 1.13568
C7 1.13067 -1.41481 1.09829
C8 -4.23876 2.65676 1.71658
C9 -2.99970 -1.06777 -2.32315
C10 0.96274 -0.53925 -1.01069
C11 2.51573 -1.51778 1.03122
C12 -4.97254 3.88843 -0.64974
C13 -3.47156 -1.86872 -1.16048
C14 -3.48176 -1.29045 2.45036
C15 -4.24863 -3.20923 1.05531
C16 6.47774 0.19943 -0.83907
C17 7.97833 -0.46600 1.02200
C18 7.53410 0.77504 -1.55770
C19 9.02774 0.08718 0.25696
C20 -6.25305 5.51469 0.65180
C21 -5.36669 4.40934 0.57786
C22 -5.05021 3.76592 1.79866
C23 4.58416 -0.61822 -0.17234
C24 -3.93878 -3.20647 -1.31879
C25 -3.77144 2.16124 0.48897
C26 2.35823 -0.50988 -1.19355
H1 -5.00032 -4.71070 -0.27096
H2 0.29063 -0.35078 -1.86464
H3 -4.00883 -3.69196 -2.30896
H4 -3.96157 2.17440 2.66323
H5 2.78358 -0.24572 -2.17102
H6 10.09405 0.02189 0.64590
H7 -5.36969 4.23180 2.76712
H8 -5.17046 4.39818 -1.61585
H9 7.43353 1.11711 -2.58132
H10 -4.52093 -3.73625 2.00127
H11 -3.99122 2.23453 -1.63120
H12 -2.72617 -1.22801 -4.17237
H13 3.08497 -2.04611 1.79350
H14 5.27609 -1.21517 1.81096
H15 0.54585 -1.87551 1.90209
H16 8.16143 -0.90204 1.97751
H17 9.63945 1.21597 -1.55445